No. 1
ORCA calculation (ωB97M-V/def2-TZVPD) on an isolated molecule of C24H20N4O3S2 at a distorted geometry.

XYZ file:
```
53
C24H20N4O3S2 | the Open Molecules 2025 dataset | ωB97M-V/def2-TZVPD
H -4.28 2.50 -2.28
S 1.23 -2.50 2.07
C -5.50 1.60 0.74
H -3.84 -1.26 -1.82
H 2.50 -2.86 -1.18
N -2.21 -0.08 0.86
H 5.95 2.61 -0.93
O -0.97 1.83 0.98
C -1.01 0.62 1.12
C -4.44 0.85 1.20
C 0.06 -1.87 -1.58
C 2.15 -1.02 2.17
H -6.38 1.73 1.36
H 4.60 -1.56 -0.90
C 2.44 0.99 -1.43
H 3.75 -0.50 3.46
H 2.05 1.80 2.96
H 4.19 -0.61 1.76
C -3.45 -2.19 -1.40
C 1.41 0.08 1.87
C 3.66 -1.07 -1.09
C 1.29 -1.13 -1.49
N -1.36 -2.20 1.34
C 2.50 -1.79 -1.25
H 4.61 2.68 -2.10
H 0.34 0.77 -1.75
C -5.45 2.20 -0.51
N -0.03 -3.18 -1.59
C 0.06 -0.25 1.55
H -6.28 2.79 -0.86
S -3.81 -2.22 0.42
O -1.36 -3.45 -1.59
C -0.18 -1.62 1.63
C 3.64 0.33 -1.18
N -1.17 -1.27 -1.59
C -3.26 1.28 -0.86
C 3.58 -1.06 2.54
C 4.91 2.35 -1.10
H 1.26 2.15 1.42
C 1.28 0.26 -1.57
H -2.38 1.14 -1.47
C -1.99 -2.27 -1.57
C 1.94 1.47 1.92
O 4.84 0.95 -0.98
H 2.92 1.52 1.45
C -2.31 -1.42 0.96
H 3.91 -2.09 2.70
C -4.33 2.04 -1.31
H -4.47 0.39 2.18
H 2.40 2.06 -1.50
H 4.28 2.85 -0.35
C -3.32 0.69 0.40
H -3.96 -3.06 -1.81
```

frontier orbital gap: 8.27 eV
ΔE to the lowest compared entry with this formula, charge and spin: 0.00 kJ/mol
multiplicity: 1
SMILES string: COc1ccc(-c2noc(CSc3nc4sc(C)c(C)c4c(=O)n3-c3ccccc3)n2)cc1
charge: 0



No. 2
ORCA calculation (ωB97M-V/def2-TZVPD) on C24H20N4PPt as an isolated structure.

XYZ file:
```
50
C24H20N4PPt | the Open Molecules 2025 dataset | ωB97M-V/def2-TZVPD
C -1.20 1.09 1.40
C -0.39 3.37 -2.11
C 0.43 3.93 0.17
C 1.11 -2.05 2.99
H -2.83 -2.78 -3.07
H 0.60 3.65 1.20
H -0.42 -2.29 -3.21
P -0.76 1.54 -0.17
H -1.85 2.92 2.40
C -0.19 3.03 -0.74
H -0.13 4.90 -3.57
C 0.83 5.16 -0.30
H 4.33 -3.89 -0.49
C -0.55 -0.49 -2.01
C 3.47 -2.91 -2.16
C -2.46 1.12 3.41
H -2.98 1.64 4.21
C -1.08 -1.64 -2.64
C -2.81 0.04 -1.20
H -0.87 2.68 -2.79
C 0.62 5.49 -1.64
N 3.60 -3.28 -0.84
C -2.43 -1.91 -2.57
N 1.21 -1.97 1.62
C -3.29 -1.05 -1.88
C -1.81 -1.02 2.39
C -1.12 -0.34 1.39
H -1.83 -2.10 2.42
C 2.11 -2.86 3.44
H -3.04 -0.82 4.12
C -1.44 0.34 -1.28
H 1.97 -1.61 -3.08
H -3.47 0.66 -0.61
C -1.83 1.84 2.42
N 1.85 -1.98 -0.96
H 0.36 -1.53 3.55
H -4.36 -1.25 -1.87
C 2.26 -2.70 1.25
N 2.82 -3.26 2.33
H 0.42 -0.11 -2.30
C 0.02 4.60 -2.54
H 4.16 -3.25 -2.92
H 1.31 5.86 0.37
H 2.36 -3.18 4.43
H 0.93 6.47 -1.99
H 3.62 -3.87 2.36
C 2.61 -2.71 -0.15
C -2.48 -0.28 3.36
Pt 0.23 -1.06 0.08
C 2.38 -2.10 -2.22
```

frontier orbital gap: 5.79 eV
multiplicity: 1
charge: +3



No. 3
ORCA calculation (ωB97M-V/def2-TZVPD) on C24H20N5O7RuS6 as an isolated structure.

XYZ file:
```
63
C24H20N5O7RuS6 | the Open Molecules 2025 dataset | ωB97M-V/def2-TZVPD
N -2.96 -0.77 -1.32
C -1.59 -4.62 -2.03
S -5.45 1.34 -5.43
H 8.24 0.93 1.63
O -2.60 1.05 0.81
C -4.74 1.32 -3.84
O -2.68 -5.33 -2.59
S -7.34 1.27 -3.30
S -8.34 1.18 -6.11
C 7.41 0.78 3.59
O -4.35 4.18 -2.51
H 0.73 0.84 3.80
C 4.91 0.89 2.34
C -1.39 1.06 1.15
H -2.19 -4.82 0.03
C 5.00 0.77 3.72
H 8.25 -0.50 5.72
C 7.32 0.89 2.21
H 4.09 0.73 4.30
C 6.08 0.95 1.60
S -3.07 1.34 -3.63
Ru -2.89 1.23 -1.27
C 1.91 1.10 -0.69
S -3.87 4.23 -1.13
H -1.70 0.94 3.27
H -0.41 1.32 -3.15
C -4.27 -3.87 -1.48
C 8.79 0.42 5.49
O -3.38 5.55 -0.73
N -3.16 -3.19 -0.82
N -0.82 1.20 -1.15
N 2.67 0.90 2.35
H -0.77 -5.33 -1.93
H 6.28 0.64 5.43
O -2.66 3.27 -1.01
H -1.28 -3.82 -2.71
S -5.25 1.26 -1.17
H -4.58 -5.08 -3.26
C 0.02 1.24 -2.16
C -1.96 -4.02 -0.68
O 8.68 0.75 4.12
H 6.00 1.04 0.52
H 2.97 1.07 -0.51
C 1.40 1.19 -1.96
C -7.10 1.25 -4.99
N 3.69 0.98 1.60
H -3.52 -3.67 -3.49
C -0.95 0.97 2.49
C 6.24 0.72 4.35
C -3.00 -1.89 -1.08
C -5.66 1.27 -2.80
C 1.41 0.97 1.80
H 9.85 0.28 5.69
H 8.41 1.22 6.13
O -4.91 3.73 -0.19
C -0.35 1.12 0.12
C 1.03 1.07 0.42
H -5.08 -3.16 -1.64
C 0.39 0.92 2.77
H -1.15 -3.41 -0.28
C -3.80 -4.47 -2.80
H 2.06 1.23 -2.81
H -4.62 -4.67 -0.82
```

frontier orbital gap (alpha / beta): 4.55 / 4.86 eV
ΔE to the lowest compared entry with this formula, charge and spin: 102.73 kJ/mol
multiplicity: 2
charge: -2



No. 4
ORCA calculation (ωB97M-V/def2-TZVPD) on an isolated molecule of C24H20O2 at a distorted geometry.

XYZ file:
```
46
C24H20O2 | the Open Molecules 2025 dataset | ωB97M-V/def2-TZVPD
C 1.90 0.66 -1.69
C -1.59 0.85 4.16
C -5.09 1.36 3.19
H 6.42 -2.23 -5.00
H 1.43 0.31 1.10
H 2.09 1.27 -2.58
C -0.28 -0.36 0.05
H 2.88 0.43 -1.22
H -2.02 -1.44 0.27
C 0.10 -1.04 -1.21
C -3.76 0.98 3.14
C -4.70 2.41 5.35
O -0.64 -2.07 -1.69
C -1.87 -0.08 1.98
C -3.24 0.27 2.05
H -5.77 1.09 2.39
H 5.97 -1.93 -2.54
H 3.56 -1.52 -1.72
C -1.41 -0.68 0.77
O 0.48 -1.54 -4.08
C 4.35 -2.02 -5.51
H 0.00 -0.11 3.09
H 4.53 -2.28 -6.58
C 1.11 -0.60 -2.04
C 0.62 0.73 0.53
C 3.06 -1.78 -5.08
H 0.08 1.41 1.19
H 1.90 2.25 -0.25
C 1.40 -1.28 -3.31
H -2.72 2.18 6.16
H -0.48 -2.15 -2.67
C -2.90 1.29 4.18
C -1.06 0.18 3.09
C 1.17 1.55 -0.62
H -4.97 2.95 6.25
H -3.92 0.06 1.23
C -5.58 2.13 4.28
H -0.91 1.09 4.94
H 2.29 -1.74 -5.81
C 5.42 -2.04 -4.60
H 0.36 2.07 -1.09
C -3.38 1.94 5.32
C 3.82 -1.63 -2.79
C 2.77 -1.54 -3.72
H -6.59 2.47 4.29
C 5.15 -1.87 -3.22
```

frontier orbital gap: 7.42 eV
ΔE to the lowest compared entry with this formula, charge and spin: 0.00 kJ/mol
multiplicity: 1
SMILES string: O=C(C1=C(O)/C(=C/c2ccc3ccccc3c2)CCC1)c1ccccc1
charge: 0



no.,E (Eh)
1,-2167.698025
2,-1605.260925
3,-4211.130880
4,-1077.007412